The following is a quantum chemistry calculation of a 5-piece molecular cluster, C23H58FO7P2 overall, from the Open Molecules 2025 dataset.

Each atom is followed by the atoms it is bonded to, with distances in Å.
Positions of all 91 atoms, in Å:
1 C -0.78465 -0.19609 1.60264  C2 1.525, H14 1.091, H15 1.089, H16 1.092
2 C -2.01050 -0.85327 0.97618  C1 1.525, O3 1.447, H17 1.087, H18 1.093
3 O -1.74659 -1.37489 -0.34794  C2 1.447, P4 1.592
4 P -2.14436 -0.55600 -1.65354  O3 1.592, O5 1.460, C6 1.825, O11 1.592
5 O -3.56539 -0.55789 -1.98700  P4 1.460
6 C -1.59720 1.18017 -1.51834  P4 1.825, C7 1.529, H19 1.092, H20 1.092
7 C -0.23124 1.59368 -2.06717  C6 1.529, C8 1.537, H21 1.094, H22 1.093
8 C 0.95358 1.19020 -1.17594  C7 1.537, P9 1.768, H23 1.093, H24 1.098
9 P 2.48908 1.81769 -1.78821  C8 1.768, F10 1.531, H25 1.396, H26 1.393
10 F 2.35394 3.32284 -2.03217  P9 1.531
11 O -1.23910 -1.24597 -2.76631  P4 1.592, C12 1.434
12 C 0.04337 -1.85248 -2.55796  O11 1.434, C13 1.519, H27 1.092, H28 1.096
13 C 0.04158 -3.26868 -3.10656  C12 1.519, H29 1.088, H30 1.089, H31 1.091
14 H 0.10302 -0.46122 1.02671  C1 1.091
15 H -0.63713 -0.54096 2.62461  C1 1.089
16 H -0.86266 0.89280 1.63320  C1 1.092
17 H -2.28175 -1.72854 1.56065  C2 1.087
18 H -2.88583 -0.20023 0.94574  C2 1.093
19 H -2.35444 1.67950 -2.12661  C6 1.092
20 H -1.73964 1.54726 -0.49958  C6 1.092
21 H -0.10721 1.19765 -3.07907  C7 1.094
22 H -0.23005 2.68285 -2.15652  C7 1.093
23 H 0.84224 1.54628 -0.14810  C8 1.093
24 H 1.10380 0.10377 -1.13243  C8 1.098
25 H 3.52660 1.62428 -0.87443  P9 1.396
26 H 2.83936 1.19296 -2.98271  P9 1.393
27 H 0.29698 -1.86369 -1.49611  C12 1.092
28 H 0.77893 -1.24146 -3.09365  C12 1.096
29 H 0.28835 -3.29563 -4.16604  C13 1.088
30 H -0.93456 -3.72339 -2.94531  C13 1.089
31 H 0.77528 -3.87303 -2.57039  C13 1.091
32 C 4.59605 -1.36570 1.59784  C33 1.519, H37 1.093, H38 1.090, H39 1.090
33 C 5.35715 -1.40107 0.28423  C32 1.519, O34 1.421, H40 1.092, H41 1.094
34 O 5.80254 -0.12943 -0.16776  C33 1.421, C35 1.425
35 C 6.69928 0.55675 0.70178  O34 1.425, C36 1.516, H42 1.096, H43 1.090
36 C 7.98402 -0.19585 0.98856  C35 1.516, H44 1.090, H45 1.090, H46 1.091
37 H 3.72962 -0.70236 1.53036  C32 1.093
38 H 4.24388 -2.36665 1.84776  C32 1.090
39 H 5.21683 -1.02048 2.42422  C32 1.090
40 H 4.70724 -1.76803 -0.51259  C33 1.092
41 H 6.19586 -2.09997 0.34954  C33 1.094
42 H 6.19545 0.82619 1.63673  C35 1.096
43 H 6.92512 1.48798 0.18152  C35 1.090
44 H 7.80626 -1.12899 1.52334  C36 1.090
45 H 8.63640 0.41872 1.60892  C36 1.090
46 H 8.50772 -0.42984 0.06105  C36 1.091
47 C -6.30763 0.29417 4.29933  C48 1.518, H52 1.091, H53 1.090, H54 1.091
48 C -5.52159 1.25903 3.42986  C47 1.518, O49 1.420, H55 1.091, H56 1.095
49 O -5.35133 0.82758 2.08758  C48 1.420, C50 1.424
50 C -6.54885 0.63943 1.34092  O49 1.424, C51 1.517, H57 1.096, H58 1.091
51 C -7.39697 1.88980 1.19937  C50 1.517, H59 1.090, H60 1.090, H61 1.091
52 H -5.83035 -0.68742 4.30089  C47 1.091
53 H -6.35115 0.66475 5.32376  C47 1.090
54 H -7.33348 0.17092 3.95044  C47 1.091
55 H -4.50768 1.36107 3.82000  C48 1.091
56 H -5.97369 2.25635 3.45841  C48 1.095
57 H -7.13981 -0.18027 1.76477  C50 1.096
58 H -6.21114 0.30924 0.35783  C50 1.091
59 H -7.76989 2.24802 2.15944  C51 1.090
60 H -8.26041 1.67740 0.56852  C51 1.090
61 H -6.82091 2.69339 0.73850  C51 1.091
62 C 5.79088 5.45055 -3.29324  C63 1.517, H67 1.091, H68 1.090, H69 1.090
63 C 5.58708 4.15047 -2.53847  C62 1.517, O64 1.417, H70 1.090, H71 1.097
64 O 5.99945 2.97804 -3.21808  C63 1.417, C65 1.425
65 C 7.37860 2.90729 -3.56983  O64 1.425, C66 1.516, H72 1.094, H73 1.089
66 C 8.32297 2.96205 -2.38458  C65 1.516, H74 1.091, H75 1.090, H76 1.091
67 H 5.29736 5.41470 -4.26503  C62 1.091
68 H 5.37497 6.27964 -2.72048  C62 1.090
69 H 6.84739 5.66136 -3.45854  C62 1.090
70 H 4.52058 3.99141 -2.38123  C63 1.090
71 H 6.05210 4.21376 -1.54713  C63 1.097
72 H 7.62312 3.68934 -4.29514  C65 1.094
73 H 7.48194 1.95256 -4.08389  C65 1.089
74 H 8.26113 3.90957 -1.84778  C66 1.091
75 H 9.35021 2.84774 -2.73041  C66 1.090
76 H 8.10455 2.15515 -1.68344  C66 1.091
77 C -4.79856 -3.03398 0.75010  C78 1.519, H82 1.089, H83 1.091, H84 1.091
78 C -4.65133 -4.26370 1.62871  C77 1.519, O79 1.416, H85 1.092, H86 1.096
79 O -5.14681 -4.08810 2.94376  C78 1.416, C80 1.417
80 C -6.52213 -3.76134 3.04683  O79 1.417, C81 1.518, H87 1.097, H88 1.090
81 C -7.46448 -4.81068 2.48534  C80 1.518, H89 1.091, H90 1.090, H91 1.091
82 H -4.32411 -2.16529 1.20347  C77 1.089
83 H -4.34831 -3.21010 -0.22785  C77 1.091
84 H -5.84507 -2.77771 0.58117  C77 1.091
85 H -3.59494 -4.50424 1.76293  C78 1.092
86 H -5.11229 -5.13316 1.14693  C78 1.096
87 H -6.71211 -2.78439 2.58572  C80 1.097
88 H -6.70183 -3.64609 4.11618  C80 1.090
89 H -7.33110 -4.95330 1.41220  C81 1.091
90 H -8.49758 -4.50408 2.65189  C81 1.090
91 H -7.30401 -5.77067 2.97717  C81 1.091

Summary:
charge = +1
Kohn-Sham gap = 7.3 eV